Entry 1:
Below is a 2-piece molecular cluster, C2H3ClF2O overall at a distorted geometry, with properties calculated with ωB97M-V with the def2-TZVPD basis set.

Computed properties:
largest force on an atom = 3.9 eV Å⁻¹
HOMO-LUMO gap (spin up / spin down) = 8.5 / 8.5 eV
total energy = -813.05543 a.u.
E_HOMO (spin up / spin down) = -0.3549 / -0.3556 Ha
energy above the lowest of the compared OMol25 structures with the same formula, charge and spin = 2.990 eV

Last column: Löwdin charge in e.
Positions of all 9 atoms, in Å:
C -1.2144 0.6430 0.1316  -0.766
C 1.4611 -0.6899 0.0002  -0.118
O 0.0063 1.0222 0.3495  -0.193
F 0.9623 -1.5709 0.8180  0.168
F 2.5870 -0.1899 0.3857  0.192
Cl -1.6182 0.4698 -1.6721  0.423
H -1.5162 -0.3226 0.5672  0.065
H -1.9098 1.4281 0.4721  0.080
H 1.2419 -0.7899 -1.0522  0.149

***

Entry 2:
Below is a 2-piece molecular cluster, C2H3ClFNO2 overall at a distorted geometry, with properties calculated with ωB97M-V with the def2-TZVPD basis set.

Computed properties:
largest force on an atom = 4.0 eV Å⁻¹
HOMO-LUMO gap (spin up / spin down) = 7.3 / 9.5 eV
total energy = -843.03595 a.u.
E_HOMO (spin up / spin down) = -0.3507 / -0.3715 Ha
energy above the lowest of the compared OMol25 structures with the same formula, charge and spin = 6.049 eV

Last column: Löwdin charge in e.
Positions of all 10 atoms, in Å:
C 0.4288 1.8375 -0.7232  0.133
C -0.6192 -0.6937 0.4727  -0.580
N 0.4539 -1.6036 0.3533  -0.454
O 0.4053 -2.2791 -0.6238  0.072
O 1.2745 -1.6064 1.2399  0.110
F -0.8566 -0.0352 1.6637  0.030
Cl -2.0614 -0.8900 -0.5003  0.756
H -0.5772 2.1361 -0.7455  -0.020
H 1.0445 2.2958 -0.0381  -0.021
H 0.5074 0.8385 -1.0988  -0.026

***

Entry 3:
Below is a 2-piece molecular cluster, C2H3ClN2 overall at a distorted geometry, with properties calculated with ωB97M-V with the def2-TZVPD basis set.

Computed properties:
largest force on an atom = 2.1 eV Å⁻¹
HOMO-LUMO gap = 9.8 eV
total energy = -647.61796 a.u.
E_HOMO = -0.3368 Ha
energy above the lowest of the compared OMol25 structures with the same formula, charge and spin = 2.826 eV

Last column: Löwdin charge in e.
Positions of all 8 atoms, in Å:
C 2.0260 0.9005 0.3302  -0.081
C -1.8273 -0.3341 0.4655  -0.659
N 2.8114 1.7089 0.0999  0.052
N -1.9206 -1.4508 -0.2237  -0.047
Cl -2.6614 0.9651 -0.2481  0.556
H 1.4294 0.0509 0.2885  0.015
H -1.6785 -2.3234 0.2818  0.112
H -2.4201 -1.4702 -1.0666  0.052

***

Entry 4:
Below is a 2-piece molecular cluster, C2H3ClN2 overall at a distorted geometry, with properties calculated with ωB97M-V with the def2-TZVPD basis set.

Computed properties:
largest force on an atom = 1.7 eV Å⁻¹
HOMO-LUMO gap = 11.0 eV
total energy = -647.67016 a.u.
E_HOMO = -0.4247 Ha
energy above the lowest of the compared OMol25 structures with the same formula, charge and spin = 1.406 eV
SMILES = [H]/N=C\C#N.Cl

Last column: Löwdin charge in e.
Positions of all 8 atoms, in Å:
H 0.6151 1.2209 -0.8406  0.086
N 0.3332 0.2298 -0.6845  0.094
C -0.3381 0.1985 0.4012  -0.220
C -0.5835 1.4456 1.0323  -0.227
N -0.8363 2.3612 1.6652  0.177
H -0.9473 -0.6713 0.7374  0.127
Cl 0.7331 -2.9985 -1.1233  0.295
H 1.0237 -1.7863 -1.1876  -0.332

***

Entry 5:
Below is one molecule with the formula C2H3ClN2O at a distorted geometry, with properties calculated with ωB97M-V with the def2-TZVPD basis set.

Computed properties:
largest force on an atom = 2.9 eV Å⁻¹
HOMO-LUMO gap = 8.8 eV
total energy = -722.77666 a.u.
E_HOMO = -0.3349 Ha
energy above the lowest of the compared OMol25 structures with the same formula, charge and spin = 4.816 eV
SMILES = COC1=NN1Cl

Last column: Löwdin charge in e.
Positions of all 9 atoms, in Å:
C -1.3892 0.2233 0.0527  -0.012
O -0.6032 -0.9544 -0.2095  0.018
C 0.6572 -0.8565 0.0013  -0.483
N 1.8094 -1.3486 0.0741  0.188
N 1.6579 0.0589 0.3317  -0.288
Cl 2.6057 1.4467 -0.6850  0.246
H -0.6738 1.1017 0.0347  0.109
H -1.8504 0.0844 1.0883  0.119
H -2.2136 0.2444 -0.6882  0.103

***

Entry 6:
Below is a 2-piece molecular cluster, C2H3ClN2O4 overall at a distorted geometry, with properties calculated with ωB97M-V with the def2-TZVPD basis set.

Computed properties:
largest force on an atom = 3.8 eV Å⁻¹
HOMO-LUMO gap = 10.0 eV
total energy = -948.42469 a.u.
E_HOMO = -0.4199 Ha
energy above the lowest of the compared OMol25 structures with the same formula, charge and spin = 0.538 eV
SMILES = C=C([N+](=O)[O-])[N+](=O)[O-].Cl

Last column: Löwdin charge in e.
Positions of all 12 atoms, in Å:
C 0.5025 0.5458 1.6745  0.209
C 0.4813 0.1391 0.3793  -0.138
N 0.0511 -1.2336 0.1604  -0.390
O 0.4122 -1.7862 -0.8917  0.074
O -0.6489 -1.7107 0.9964  0.084
N 1.1944 0.8190 -0.7324  -0.320
O 0.4911 1.1752 -1.6661  0.097
O 2.4115 1.0295 -0.5427  0.093
H -0.0154 -0.0200 2.4513  0.105
H 0.9531 1.4251 1.9034  0.057
Cl -2.4844 -0.4017 -1.4474  0.363
H -3.3483 0.0184 -2.2851  -0.234

***

Entry 7:
Below is one molecule with the formula C2H3ClNOP at a distorted geometry, with properties calculated with ωB97M-V with the def2-TZVPD basis set.

Computed properties:
largest force on an atom = 5.6 eV Å⁻¹
HOMO-LUMO gap = 11.5 eV
total energy = -1009.57522 a.u.
E_HOMO = -0.4278 Ha
energy above the lowest of the compared OMol25 structures with the same formula, charge and spin = 0.274 eV
SMILES = C[P@](=O)(Cl)C#N

Last column: Löwdin charge in e.
Positions of all 9 atoms, in Å:
C 0.0875 -0.1377 -0.0579  -0.178
P 0.9842 -0.5208 -1.6277  0.300
O 0.4855 -1.6191 -2.4309  -0.347
Cl 3.0072 -0.9184 -1.0882  0.280
C 1.1852 1.0451 -2.4690  -0.331
N 1.4893 1.9704 -3.0331  0.133
H -0.5435 0.8144 -0.2028  0.091
H -0.5368 -0.8367 0.2748  -0.011
H 0.8639 0.0354 0.7351  0.062

***

Entry 8:
Below is one molecule with the formula C2H3ClNOP at a distorted geometry, with properties calculated with ωB97M-V with the def2-TZVPD basis set.

Computed properties:
largest force on an atom = 5.1 eV Å⁻¹
HOMO-LUMO gap (spin up / spin down) = 8.6 / 7.0 eV
total energy = -1009.44835 a.u.
E_HOMO (spin up / spin down) = -0.3411 / -0.2907 Ha
energy above the lowest of the compared OMol25 structures with the same formula, charge and spin = 3.727 eV

Last column: Löwdin charge in e.
Positions of all 9 atoms, in Å:
C -0.1961 -0.5358 -1.1886  -0.292
C -0.3690 0.4857 0.1023  -0.272
N -0.7548 -0.3387 -2.2259  0.159
O -1.0136 1.6572 -0.1327  -0.573
P -2.5250 2.1488 -0.5763  0.496
Cl -2.0118 3.7522 -1.6942  0.120
H 0.3085 -1.4010 -0.7026  0.115
H -0.6743 -0.1445 0.8868  0.082
H 0.7900 0.8234 0.2268  0.166

***

- Which formula does entry 6 have?
  C2H3ClN2O4

***

- Which of these has the lowest largest force on an atom?
  number 4

***

- What is the energy above the lowest of the compared OMol25 structures with the same formula, charge and spin in the second record?
  6.049 eV